Arrangement a

The following is a quantum chemistry calculation of a cluster of 12 separate species, C30H90N6O12 in total, from the OMol25 dataset.

```
138
Properties=species:S:1:pos:R:3:lowdin_charge:R:1
O 3.530 1.281 0.261 -0.24
O 3.610 4.133 1.356 -0.12
O -2.962 1.468 -5.978 -0.19
O -0.132 -1.337 0.128 -0.24
O 0.301 -4.141 0.677 -0.15
O 3.107 -4.171 0.586 -0.14
O -3.395 0.079 3.780 -0.19
O 0.988 -2.705 -6.169 -0.15
O -4.803 -1.431 -1.972 -0.14
O 0.282 -1.630 5.281 -0.21
O 2.276 -1.526 -3.608 -0.15
O -0.994 2.799 0.328 -0.18
N 5.068 -1.227 2.352 0.05
N -2.030 -0.498 -1.696 0.06
N -2.684 1.141 6.097 0.08
N -3.662 4.224 -1.815 0.04
N 2.641 0.212 7.239 0.02
N -1.507 -1.694 -7.330 0.04
C 3.363 1.584 -1.078 -0.12
C 4.548 0.352 0.614 -0.16
C -0.732 0.695 -7.343 -0.05
C -3.125 1.472 -4.564 -0.07
C -1.667 3.181 -0.856 -0.22
C -4.023 2.909 0.268 -0.04
C -3.145 3.361 5.506 -0.06
C 4.746 0.954 3.042 -0.09
C 1.588 -1.255 5.704 -0.21
C -1.283 -2.335 -3.334 -0.02
C -2.902 0.168 -6.477 -0.23
C 0.076 3.638 0.718 -0.10
C 3.557 -3.861 -0.738 -0.15
C -5.859 -0.637 -1.508 -0.17
C 0.985 -0.786 0.805 -0.07
C -0.059 -5.141 -0.191 -0.18
C -2.691 -0.627 2.772 -0.08
C 3.594 -1.135 -3.973 -0.15
C 0.575 -4.001 -5.765 -0.18
C -1.485 -0.388 -6.625 -0.41
C 0.316 -2.892 4.592 -0.07
C 1.236 1.219 5.382 -0.05
C 1.429 0.105 6.415 -0.45
C -1.296 -1.784 -1.867 -0.35
C 4.283 -0.077 2.086 -0.49
C -3.432 1.933 5.222 -0.51
C 4.596 4.282 2.359 -0.17
C -3.207 1.493 3.845 -0.22
C 0.077 -1.617 -1.242 -0.21
C -3.001 3.777 -0.506 -0.38
H -4.533 1.722 5.305 0.16
H 0.779 3.839 -0.078 0.08
H -4.361 2.071 -0.322 0.06
H 0.703 3.139 1.502 0.10
H 0.522 0.110 7.059 0.14
H -5.702 -0.548 -0.426 0.07
H -2.107 1.249 -4.126 0.10
H -2.062 -0.388 -0.691 0.07
H 4.850 -2.131 1.982 0.06
H 0.358 0.995 4.852 0.05
H 0.309 0.749 -7.140 0.07
H -3.326 -1.511 2.492 0.11
H 1.872 -1.303 0.505 0.07
H -1.726 -1.564 -8.322 0.09
H -3.715 2.489 1.173 0.02
H -1.080 3.920 -1.493 0.14
H -2.334 -2.430 -3.703 0.09
H -4.307 4.975 -1.613 0.06
H 3.157 -0.093 2.271 0.13
H -1.922 -2.414 -1.229 0.14
H 0.579 -2.722 3.536 0.08
H -3.536 4.102 4.831 0.07
H -0.957 -0.549 -5.657 0.12
H 5.606 0.797 0.619 0.15
H -2.059 3.522 5.638 0.09
H 2.755 1.254 7.408 0.10
H 2.802 -3.751 -1.498 0.06
H -3.333 0.030 -7.452 0.12
H 4.187 1.854 2.874 0.04
H 1.956 -1.898 6.497 0.12
H 3.726 -0.144 -4.423 0.07
H -1.493 0.314 -1.998 0.06
H -0.042 -3.230 0.566 0.07
H 0.802 -5.817 -0.133 0.08
H 0.296 -2.293 -6.735 0.04
H -0.174 -4.835 -1.245 0.07
H 3.522 3.206 1.153 0.02
H -3.892 0.753 -4.358 0.08
H 4.171 -2.975 -0.657 0.05
H 0.762 -0.827 -1.553 0.11
H -0.848 -3.286 -3.426 0.03
H 4.415 0.647 4.082 0.09
H -0.988 1.648 -6.920 0.08
H 5.263 -1.500 3.319 0.09
H 2.684 0.777 -1.467 0.09
H 5.876 1.002 3.023 0.12
H 2.562 -0.300 8.110 0.07
H -1.832 2.350 -1.536 0.10
H -0.704 -1.595 -3.934 0.07
H -1.772 1.430 6.247 0.04
H -5.871 0.421 -1.872 0.08
H 0.760 -2.504 -1.391 0.12
H 1.310 -4.329 -5.035 0.07
H 1.176 2.195 5.857 0.08
H 5.259 3.465 2.365 0.04
H 1.025 0.294 0.559 0.10
H -2.189 1.764 3.537 0.13
H 2.161 -3.945 0.631 0.02
H -2.803 4.642 0.176 0.14
H -2.263 -2.250 -6.909 0.09
H 4.170 4.472 3.399 0.10
H -0.854 0.743 -8.413 0.09
H -3.323 2.457 -4.209 0.06
H 0.693 -4.760 -6.540 0.07
H -4.013 -0.917 -2.011 -0.01
H -1.744 -0.946 3.105 0.05
H 1.771 -1.820 -4.383 0.04
H -1.018 -5.713 0.150 0.11
H 4.288 -1.312 -3.131 0.08
H -0.642 -3.328 4.655 0.07
H 2.113 1.170 4.724 0.07
H 3.818 -1.731 -4.873 0.08
H 4.248 -4.682 -0.987 0.08
H 2.271 -0.975 4.854 0.13
H -0.515 -4.195 -5.391 0.10
H -6.732 -1.166 -1.763 0.06
H -2.735 0.182 5.906 0.06
H -3.459 -0.469 -5.815 0.11
H 4.261 1.705 -1.769 0.11
H -2.593 -0.022 1.824 0.09
H -2.986 4.701 -2.398 0.05
H -4.873 3.505 0.566 0.08
H -0.209 4.515 1.218 0.07
H 0.826 -1.011 1.897 0.10
H 1.064 -3.472 5.138 0.09
H -3.585 3.612 6.479 0.09
H 5.162 5.211 2.182 0.08
H 2.956 2.606 -1.135 0.08
H -3.938 2.022 3.178 0.13
H 4.611 -0.536 -0.063 0.12
```

- Net charge: 0
- LUMO: 0.5 eV
- HOMO energy: -8.6 eV

***

Arrangement b

The following is a quantum chemistry calculation of a cluster of 12 separate species, C30H90N6O12 in total, from the OMol25 dataset.

```
138
Properties=species:S:1:pos:R:3:lowdin_charge:R:1
O 2.222 0.015 4.228 -0.11
O -5.387 -0.852 4.947 -0.19
O -2.980 3.338 -0.888 -0.13
O 0.328 0.534 -4.145 -0.16
O 1.288 -3.291 -2.772 -0.18
O -4.185 -4.005 -1.545 -0.20
O 0.947 6.214 -3.692 -0.11
O -0.581 -1.129 1.004 -0.24
O -1.284 -6.443 1.564 -0.12
O -0.539 -3.079 5.605 -0.13
O 5.088 0.623 0.754 -0.19
O 1.871 4.923 1.410 -0.19
N 1.812 7.876 3.585 0.02
N -1.610 0.744 -2.065 0.06
N 8.410 0.452 -0.803 0.02
N -1.949 -1.401 3.583 0.05
N 4.148 -2.240 -4.871 0.03
N -4.046 -1.228 -2.183 0.05
C 1.777 -0.683 3.068 -0.16
C 0.171 1.302 -0.497 -0.03
C -4.492 -2.182 -3.215 -0.44
C -3.977 -0.913 4.846 -0.21
C -2.111 -5.406 2.105 -0.17
C -5.507 -4.440 -1.306 -0.10
C -4.064 -1.704 -4.597 -0.05
C -4.068 3.267 -1.788 -0.16
C 0.094 -2.284 0.555 -0.08
C 3.916 -1.690 -2.509 -0.06
C 1.943 5.502 4.238 -0.07
C 3.442 -2.616 -3.615 -0.42
C 0.108 -4.085 4.867 -0.17
C 2.161 6.524 3.123 -0.43
C -0.676 0.176 -1.053 -0.40
C -4.040 -2.267 2.725 -0.04
C 7.402 0.312 0.277 -0.43
C 1.927 -2.577 -3.803 -0.22
C -1.452 -0.550 0.048 -0.18
C 1.407 4.621 0.109 -0.11
C 3.803 1.049 0.330 -0.10
C -0.425 0.640 -5.323 -0.19
C -5.921 0.362 4.443 -0.11
C 6.075 0.835 -0.242 -0.22
C 1.315 6.119 1.910 -0.22
C -0.105 -3.355 -2.938 -0.12
C -3.377 -1.088 3.452 -0.42
C 7.855 1.067 1.533 -0.06
C -3.975 -3.551 -2.871 -0.21
C 1.169 4.855 -3.383 -0.17
H -0.316 0.519 -3.399 0.01
H 1.000 4.204 -4.241 0.08
H -2.880 -3.497 -2.922 0.12
H 0.120 6.558 -3.358 0.07
H 2.056 4.471 3.900 0.07
H -6.240 -3.654 -1.517 0.09
H 1.738 -2.984 -4.806 0.12
H 0.653 -2.763 1.358 0.09
H -0.512 -2.335 -2.997 0.08
H 9.279 0.718 -0.344 0.06
H -5.732 -5.317 -1.926 0.09
H 3.830 -2.907 -5.575 0.06
H -2.352 -5.599 3.148 0.08
H 1.273 -0.013 2.366 0.06
H 8.776 0.628 1.918 0.07
H -0.570 -3.780 -2.048 0.07
H -3.677 -2.325 1.697 0.06
H 6.179 1.905 -0.466 0.13
H 4.931 -1.816 -2.140 0.08
H -5.583 1.175 5.089 0.09
H 8.222 1.313 -1.322 0.06
H -5.028 3.298 -1.257 0.08
H 1.360 6.895 1.138 0.12
H -4.054 4.029 -2.577 0.08
H 2.576 -1.255 2.596 0.09
H 3.380 0.310 -0.351 0.07
H -3.054 -5.342 1.551 0.07
H 0.972 -1.315 3.445 0.05
H 0.827 -2.054 -0.220 0.08
H -0.614 -3.044 0.213 0.08
H 7.090 0.974 2.307 0.07
H 0.993 0.831 0.047 0.06
H 1.985 3.766 -0.243 0.07
H -2.993 4.240 -0.548 0.08
H -0.555 -4.706 4.258 0.05
H 7.995 2.120 1.281 0.08
H -6.999 0.259 4.629 0.09
H 3.759 -3.653 -3.474 0.14
H -0.362 -3.969 -3.806 0.09
H 0.527 4.506 -2.565 0.06
H 5.761 0.245 -1.110 0.12
H -1.331 1.244 -5.180 0.07
H -2.988 -1.538 -4.662 0.07
H 0.784 -3.637 4.120 0.06
H -3.499 -0.158 2.881 0.13
H 3.884 2.067 -0.062 0.09
H 0.527 2.008 -1.241 0.08
H -4.038 -1.787 -1.324 0.06
H -3.762 -3.212 3.196 0.08
H 0.117 1.055 -6.172 0.07
H 3.170 1.139 1.212 0.07
H -3.701 -1.777 5.457 0.13
H -5.592 -2.252 -3.209 0.13
H -2.133 0.157 0.530 0.13
H -4.325 -4.299 -3.590 0.14
H 2.177 4.782 -2.968 0.08
H -4.315 -2.438 -5.367 0.08
H -5.630 -4.747 -0.269 0.09
H -4.727 -0.518 -1.924 0.09
H 0.273 6.017 2.239 0.13
H -4.586 -0.781 -4.844 0.08
H -1.593 -6.578 0.665 0.07
H 3.864 -0.674 -2.924 0.08
H 2.946 0.603 3.989 0.07
H 0.343 4.368 0.145 0.09
H -1.993 1.581 -1.633 0.04
H 3.226 6.512 2.885 0.14
H -1.530 -0.654 4.141 0.09
H -1.591 -4.451 1.974 0.06
H -0.866 -2.428 4.963 0.01
H -0.789 -0.349 -5.647 0.06
H 2.234 7.996 4.503 0.07
H 1.629 5.433 -0.591 0.08
H 0.818 7.890 3.817 0.07
H -0.086 -0.539 -1.637 0.11
H 2.709 5.642 5.009 0.08
H -4.033 2.323 -2.341 0.06
H 7.328 -0.757 0.491 0.14
H 0.769 -4.680 5.493 0.08
H 1.566 -1.539 -3.796 0.11
H -5.126 -2.218 2.822 0.08
H 3.737 -1.361 -5.194 0.07
H -1.536 -1.310 2.650 0.05
H -2.063 -1.367 -0.353 0.10
H -0.446 1.797 0.259 0.09
H -2.359 0.086 -2.293 0.04
H 1.008 5.668 4.778 0.08
H 3.227 -1.669 -1.661 0.06
H -3.504 -0.075 5.375 0.13
H -5.881 0.506 3.361 0.08
```

- Net charge: 0
- LUMO: -0.1 eV
- HOMO energy: -9.4 eV

***

Question: which arrangement is favored energetically? Ranking from most to least stable: arrangement b, arrangement a.

***

Arrangement a

The following is a quantum chemistry calculation of an isolated molecule of C20H28N4O4S, from the OMol25 dataset.

```
57
Properties=species:S:1:pos:R:3:lowdin_charge:R:1
S -0.442 -0.332 -1.611 1.07
O -2.215 0.312 1.728 0.05
O 2.998 -2.071 -1.854 0.04
O -1.195 2.260 -0.850 -0.09
O 0.412 4.110 0.271 0.11
N 1.823 -2.262 0.050 -0.08
N 1.941 0.573 -0.998 0.13
N 0.159 2.042 -0.633 0.01
N -3.359 0.260 -0.207 -0.09
C 3.269 3.680 0.463 -0.01
C -3.784 0.849 -1.459 -0.22
C -3.868 -1.059 0.137 -0.20
C 0.694 0.853 -1.037 -0.55
C 2.353 2.753 -0.039 -0.06
C -2.535 0.845 0.678 -0.46
C 0.692 -1.672 -2.091 -0.32
C 1.942 -1.972 -1.259 -0.55
C 0.613 -2.215 0.842 -0.21
C -1.996 2.239 0.333 -0.05
C 4.175 1.212 -0.479 0.00
C -4.965 -1.008 1.196 -0.06
C 4.611 3.372 0.493 -0.07
C 3.034 -2.667 0.746 -0.20
C 3.232 -4.179 0.693 -0.06
C 5.060 2.139 0.019 -0.07
C 0.627 -1.071 1.858 -0.06
C 2.809 1.509 -0.512 -0.20
C 0.932 3.081 -0.094 -0.35
C -5.186 1.450 -1.377 -0.06
H -4.236 -1.529 -0.776 0.12
H 2.973 -2.324 1.780 0.11
H 0.506 -3.171 1.367 0.12
H 2.896 4.629 0.818 0.12
H -0.387 -0.823 2.158 0.05
H -5.246 2.171 -0.565 0.08
H -5.304 -2.016 1.420 0.08
H -1.424 2.602 1.191 0.14
H -4.571 -0.564 2.105 0.07
H 1.079 -0.186 1.417 0.07
H -5.933 0.678 -1.211 0.07
H 3.876 -2.174 0.256 0.11
H 0.062 -2.563 -2.139 0.09
H 4.140 -4.452 1.225 0.07
H 3.324 -4.500 -0.341 0.08
H -5.814 -0.421 0.858 0.06
H -3.069 1.613 -1.758 0.10
H -3.032 -1.646 0.528 0.12
H 1.052 -1.438 -3.093 0.09
H 5.320 4.087 0.882 0.10
H 1.196 -1.332 2.747 0.07
H -0.246 -2.105 0.182 0.07
H -2.813 2.939 0.140 0.14
H -3.763 0.066 -2.223 0.12
H 2.393 -4.698 1.151 0.07
H 6.116 1.913 0.044 0.11
H 4.494 0.255 -0.861 0.11
H -5.420 1.957 -2.309 0.08
```

- Net charge: 0
- LUMO: 0.5 eV
- HOMO energy: -8.5 eV

***

Arrangement b

The following is a quantum chemistry calculation of an isolated molecule of C20H28N4O4S, from the OMol25 dataset.

```
57
Properties=species:S:1:pos:R:3:lowdin_charge:R:1
S 1.326 2.186 1.121 0.68
O -0.332 -3.225 2.287 0.04
O -2.335 0.261 -2.200 -0.08
O 5.398 -3.072 -2.668 0.04
O 4.827 -5.243 -2.156 0.05
N -2.561 3.246 1.278 -0.29
N -0.672 2.085 -0.574 0.01
N 1.322 -3.848 0.893 0.17
N -0.591 0.379 0.996 -0.10
C 0.573 -2.886 1.541 -0.44
C 2.338 -3.620 0.008 -0.18
C -3.989 3.356 1.063 -0.11
C -0.068 1.522 0.484 -0.79
C 3.717 -2.006 -1.205 0.07
C -1.849 4.425 0.800 -0.21
C 0.953 -1.513 1.238 -0.10
C -0.417 3.423 -1.036 -0.22
C -1.583 -0.815 -1.674 -0.25
C -1.942 -0.065 0.740 -0.15
C 2.677 -2.286 -0.294 -0.14
C -2.272 2.978 2.673 -0.10
C 4.022 -4.394 -1.458 -0.20
C 5.701 -4.426 -2.909 -0.15
C 4.367 -3.066 -1.766 -0.20
C -2.047 -1.213 -0.274 -0.13
C 0.183 -0.419 1.927 -0.14
C 1.949 -1.251 0.360 0.04
C -1.577 4.366 -0.705 -0.16
C 3.018 -4.699 -0.581 0.08
H 1.080 -4.808 1.110 0.16
H 0.500 3.773 -0.557 0.06
H -1.202 2.821 2.794 0.07
H -2.586 3.797 3.338 0.09
H -0.889 4.476 1.317 0.11
H -4.471 2.428 1.370 0.08
H -2.355 -0.422 1.689 0.13
H 0.882 0.253 2.438 0.07
H 6.742 -4.632 -2.611 0.14
H -1.638 -1.682 -2.345 0.12
H -2.541 0.789 0.419 0.11
H -0.489 -0.873 2.659 0.12
H -4.439 4.186 1.631 0.09
H 3.982 -0.989 -1.435 0.13
H -2.408 5.346 1.040 0.12
H -2.791 2.070 2.978 0.08
H -0.548 -0.469 -1.646 0.12
H 2.761 -5.719 -0.349 0.13
H -2.472 4.039 -1.237 0.10
H -3.257 -0.012 -2.271 0.10
H 2.220 -0.226 0.151 0.09
H -1.477 1.638 -0.990 0.10
H -3.092 -1.534 -0.316 0.12
H -1.319 5.365 -1.060 0.11
H -0.262 3.396 -2.120 0.12
H -1.453 -2.059 0.069 0.10
H 5.579 -4.649 -3.980 0.14
H -4.192 3.517 0.005 0.08
```

- Net charge: 0
- LUMO: 0.4 eV
- HOMO energy: -7.6 eV

***

Question: which arrangement is favored energetically? Ranking from most to least stable: arrangement b, arrangement a.

***

Arrangement a

The following is a quantum chemistry calculation of a cluster of 3 separate species, CH6NO4 in total, from the OMol25 dataset.

```
12
Properties=species:S:1:pos:R:3:lowdin_charge:R:1
O -0.180 -2.031 0.815 -0.10
O 0.051 3.364 0.138 -0.12
O 2.363 -0.912 -0.221 -0.11
O -0.098 0.185 0.493 -0.09
N -1.531 -1.194 -0.760 0.07
C -0.539 -0.956 0.282 -0.83
H -0.542 3.633 0.890 0.04
H -0.054 2.388 0.105 0.01
H 1.806 -0.147 0.086 0.02
H -1.831 -2.178 -0.789 0.06
H -1.777 -0.676 -1.582 0.04
H 2.333 -1.475 0.542 0.00
```

- Net charge: -1
- LUMO: 4.0 eV
- HOMO energy: -4.5 eV

***

Arrangement b

The following is a quantum chemistry calculation of a cluster of 3 separate species, CH6NO4 in total, from the OMol25 dataset.

```
12
Properties=species:S:1:pos:R:3:lowdin_charge:R:1
O -3.495 1.630 1.612 -0.16
O 3.748 0.616 -1.839 -0.10
O -1.215 0.261 0.723 -0.14
O 0.889 0.408 -0.106 -0.11
N -0.052 -1.706 -0.291 0.04
C -0.125 -0.258 0.227 -0.71
H -2.745 0.962 1.504 0.00
H -0.669 -2.452 -0.486 0.01
H 0.947 -1.849 -0.607 0.06
H 2.803 0.649 -1.878 -0.01
H -4.184 1.022 2.042 0.04
H 4.097 0.717 -0.901 0.07
```

- Net charge: -1
- LUMO: 4.0 eV
- HOMO energy: -4.6 eV

***

Question: which arrangement is favored energetically? Ranking from most to least stable: arrangement a, arrangement b.